1.
14
Properties=species:S:1:pos:R:3:lowdin_charge:R:1 method="wB97M-V/def2-TZVPD" spin_multiplicity=1 total_charge=0 smiles="NC(=O)C[C@H]1CO1"
N -1.89 0.97 -1.19 0.152
C -1.13 0.65 -0.10 -0.537
O -1.60 0.46 1.00 0.059
C 0.37 0.57 -0.38 -0.067
C 1.10 -0.12 0.75 -0.310
C 1.08 -1.57 0.88 -0.109
O 2.23 -0.89 0.38 -0.043
H -2.90 0.99 -1.07 0.109
H -1.51 1.03 -2.12 0.100
H 0.75 1.59 -0.51 0.131
H 0.57 0.03 -1.31 0.130
H 1.23 0.47 1.65 0.150
H 0.52 -2.16 0.16 0.119
H 1.19 -2.02 1.86 0.115

---

2.
81
Properties=species:S:1:pos:R:3:lowdin_charge:R:1 method="wB97M-V/def2-TZVPD" spin_multiplicity=1 total_charge=+2
Ti 0.07 -0.21 1.32 0.779
C -0.84 -2.24 2.27 -0.262
C 0.49 -2.58 1.80 -0.254
C 0.70 -0.97 3.47 -0.247
C -0.70 -1.26 3.31 -0.250
C 1.43 -1.75 2.50 -0.271
C -2.11 -2.93 1.93 -0.019
H -2.07 -3.39 0.93 0.068
H -2.94 -2.22 1.94 0.088
H -2.33 -3.73 2.65 0.120
C -1.77 -0.83 4.23 0.007
H -2.76 -0.91 3.76 0.092
H -1.62 0.21 4.55 0.070
H -1.79 -1.45 5.14 0.122
C 1.30 -0.27 4.62 0.012
H 1.34 -0.92 5.50 0.124
H 0.72 0.62 4.88 0.064
H 2.32 0.05 4.40 0.095
C 2.92 -1.84 2.44 -0.016
H 3.29 -2.58 3.17 0.119
H 3.37 -0.87 2.69 0.093
H 3.26 -2.14 1.45 0.065
C 0.85 -3.74 0.95 -0.014
H 1.20 -4.58 1.58 0.120
H 1.67 -3.50 0.27 0.071
H 0.00 -4.11 0.37 0.075
C -1.33 1.07 -3.70 -0.126
C -1.65 -0.25 -3.77 -0.160
C -1.05 -1.21 -4.76 -0.166
C 0.44 -0.95 -5.14 -0.164
C 1.31 -0.54 -3.99 -0.119
C 1.65 0.73 -3.69 -0.146
C 0.99 1.95 -4.28 -0.157
C -0.49 1.78 -4.70 -0.162
H -1.66 -1.18 -5.68 0.137
H 0.51 -0.25 -5.99 0.118
H -1.12 -2.24 -4.39 0.107
H -0.56 1.32 -5.70 0.116
H -1.81 1.72 -2.96 0.099
H -2.56 -0.62 -3.29 0.100
H -0.91 2.80 -4.80 0.131
H 1.05 2.79 -3.57 0.114
H 2.57 0.95 -3.13 0.091
H 1.59 2.25 -5.16 0.138
H 0.84 -1.91 -5.51 0.128
H 1.81 -1.39 -3.52 0.094
P -1.44 -0.39 -0.53 0.893
C -2.97 0.49 -0.83 -0.197
C -1.40 -2.02 -1.35 -0.197
P 1.76 0.26 -0.35 0.894
C 0.08 0.50 -1.19 -0.444
C 2.69 -1.08 -1.12 -0.219
C 2.70 1.78 -0.53 -0.191
H -2.98 1.42 -0.24 0.051
H -3.81 -0.14 -0.47 0.080
H -3.14 0.73 -1.88 0.039
H -1.03 -1.96 -2.38 0.027
H -2.42 -2.43 -1.36 0.085
H -0.74 -2.70 -0.80 0.024
H 2.61 2.17 -1.55 0.051
H 3.76 1.58 -0.31 0.084
H 2.34 2.53 0.18 0.042
H -0.12 1.56 -1.38 0.074
H 0.16 0.02 -2.16 -0.001
H 3.59 -1.28 -0.53 0.068
H 3.01 -0.81 -2.14 0.037
H 2.11 -2.01 -1.17 0.049
C -2.17 2.73 2.57 0.047
C -0.67 2.64 2.56 -0.364
O -0.16 1.41 2.13 -0.191
C -0.08 3.72 1.60 -0.484
F -0.57 4.97 1.77 0.178
F 1.28 3.78 1.68 0.145
F -0.36 3.34 0.31 0.108
C -0.13 3.01 4.00 -0.474
F 1.20 2.82 4.13 0.157
F -0.41 4.29 4.35 0.172
F -0.74 2.21 4.95 0.112
H -2.53 2.59 1.54 0.087
H -2.48 3.71 2.95 0.125
H -2.57 1.93 3.21 0.105

---

Calculated values (eV Å⁻¹) of maximum force for the records, taken in order: 0.40, 3.32.
Calculated values (eV) of ΔE to the lowest compared entry with this formula, charge and spin for the records, taken in order: 1.3753, 0.0000.
Calculated values (eV) of frontier orbital gap for the records, taken in order: 10.80, 7.32.